[1]
DFT (the ωB97M-V functional and the def2-TZVPD basis) results for a structure of composition C6H10O.

HOMO-LUMO gap: 10.29 eV
spin multiplicity: 1
charge: 0
E_HOMO: -9.2 eV
E_tot: -309.7592 Ha
max |F|: 0.643 eV/Å

Each line ends with the Mulliken charge.
Geometry (Å):
C 1.271 -0.444 0.882  -0.60
H -1.775 1.838 0.174  0.38
H -0.379 -2.336 -0.189  0.33
H 0.095 1.920 -1.491  0.28
H 1.128 2.314 -0.109  0.31
H -0.617 1.431 1.420  0.24
C -0.596 -0.301 0.070  0.89
H 1.836 0.227 1.537  0.28
C 0.790 0.127 -0.459  -0.19
C -1.115 -1.613 -0.565  -1.19
H -2.088 -2.003 -0.265  0.31
H 1.782 -1.406 0.781  0.26
C -0.858 1.282 0.363  -0.81
H -1.036 -1.667 -1.654  0.30
O -0.055 -0.685 1.360  -0.50
C 0.387 1.602 -0.486  -0.72
H 1.233 -0.287 -1.366  0.43

[2]
DFT (the ωB97M-V functional and the def2-TZVPD basis) results for a cluster of 4 separate species, C22H45ClO7P in total.

HOMO-LUMO gap: 3.64 eV
spin multiplicity: 1
charge: -1
E_HOMO: -2.0 eV
E_tot: -2193.2390 Ha
max |F|: 2.921 eV/Å

Each line ends with the Mulliken charge.
Geometry (Å):
C 4.330 1.285 3.028  -0.75
H -5.497 -4.257 -2.387  0.24
C 0.797 -3.409 -0.727  -0.54
H 7.281 -0.698 7.425  0.36
H 0.938 -4.572 -0.533  0.29
H -4.140 4.241 -8.168  0.28
H 2.677 3.454 1.851  0.36
C -6.225 -3.719 -1.641  -0.93
H -7.298 -3.565 -2.130  0.30
H -6.059 -3.127 1.328  0.26
H -5.640 2.767 -5.909  0.33
C -3.357 -1.277 -2.524  -0.79
H 0.994 3.668 1.435  0.32
C -3.003 0.321 -2.434  0.00
C 8.033 -1.410 4.881  -1.13
C 1.589 1.637 1.327  0.73
H -5.331 -1.338 1.523  0.26
H -0.635 -3.628 -2.497  0.21
H -2.000 0.490 -3.059  0.13
C -4.841 4.225 -7.327  -0.92
H 3.674 1.961 3.583  0.34
H -2.556 -1.831 -3.175  0.18
H 9.387 1.543 7.156  0.30
O 2.687 0.851 1.287  -0.34
H 9.680 -0.129 6.704  0.27
H -4.472 4.949 -6.595  0.27
C -3.054 -3.587 -1.093  -0.58
H 0.746 -3.225 1.650  0.23
C -3.636 3.691 -4.273  -0.89
O 0.506 1.212 0.929  -0.52
H -5.822 4.557 -7.678  0.35
C -6.063 -2.028 0.924  -0.93
H -4.381 -1.356 -3.130  0.37
H -2.258 1.983 -1.065  0.29
H 7.074 0.985 7.869  0.30
O -1.680 -3.742 -0.537  -0.19
H 4.696 0.608 1.031  0.31
H -4.713 3.812 -4.387  0.32
H 4.203 2.288 1.091  0.31
H -3.764 -4.242 -0.409  0.09
P -5.528 -2.098 -0.908  0.15
H -6.400 -4.491 -0.749  0.22
H -3.133 -3.998 -2.204  0.13
C 0.759 -2.540 0.701  -0.46
H 8.053 -1.835 5.884  0.36
H -0.782 -1.945 -1.498  0.09
H -7.168 -1.598 0.940  0.25
H 1.727 -1.883 0.741  0.03
O -2.015 2.043 -4.818  -0.59
O 6.745 0.211 3.719  -0.56
C -0.691 -3.113 -1.431  -0.18
Cl -4.265 1.145 0.103  -0.27
H -1.876 0.290 -0.332  0.02
H 9.052 -1.244 4.527  0.28
H 4.169 0.282 3.436  0.21
H 1.664 -2.939 -1.374  0.27
H -3.470 3.412 -3.227  0.18
O -3.627 2.361 -6.340  -0.37
H 5.367 1.579 3.215  0.33
H -3.132 4.638 -4.478  0.31
H -5.286 2.139 -7.506  0.31
C 1.692 2.999 1.950  -1.03
H 7.546 -2.156 4.244  0.32
C -4.928 2.831 -6.737  -0.39
C 7.611 0.318 7.187  -0.41
H 1.417 2.933 3.004  0.24
C -2.699 0.883 -0.924  -0.23
H -3.854 0.943 -2.946  0.06
C 7.261 -0.127 4.782  0.84
C 4.027 1.308 1.543  -0.48
O 7.213 0.692 5.856  -0.37
H -0.174 -1.811 0.740  0.12
H 9.392 0.277 8.407  0.35
C -3.050 2.621 -5.147  0.82
C 9.102 0.509 7.378  -0.95
C -3.589 -2.023 -1.083  -0.13

[3]
DFT (the ωB97M-V functional and the def2-TZVPD basis) results for a structure of composition C29H47BN9OPdS4.

HOMO-LUMO gap (spin up / spin down): 4.32 / 4.31 eV
spin multiplicity: 1
charge: +3
E_HOMO (spin up / spin down): -15.3 / -15.3 eV
E_tot: -3446.0163 Ha
max |F|: 1.180 eV/Å

Each line ends with the Mulliken charge.
Geometry (Å):
H 0.739 -2.825 3.304  -0.11
H 3.899 -4.367 -2.518  0.41
H 2.878 -6.300 -1.212  0.47
H -0.912 7.290 0.115  0.35
H -5.178 -0.344 -0.795  0.53
H -0.412 -4.638 -2.245  0.49
C 2.938 -4.016 -2.896  -1.46
H 4.256 3.775 2.725  0.44
C 0.465 -4.506 -2.882  -1.66
H -4.089 3.798 1.114  0.19
S -1.411 0.303 0.961  0.10
N 1.930 1.286 2.495  0.55
H 2.862 -4.317 -3.940  0.46
H 2.267 4.151 -5.098  0.48
H -6.434 -1.659 0.845  0.45
H 3.584 2.160 0.304  0.42
H -3.554 5.407 1.429  0.19
H -0.839 5.171 -0.767  0.18
C -5.525 -2.135 1.208  -2.21
C 1.473 3.695 2.567  -1.65
H 2.961 -3.473 2.243  0.66
C -3.031 -3.056 2.065  -0.24
C 2.750 -4.138 0.145  -0.45
N 1.738 -3.917 -0.746  0.51
H 0.922 4.954 -3.145  0.45
C -1.839 -1.284 1.524  -0.38
H 2.496 1.692 -5.434  0.48
C 1.332 1.222 -3.705  0.41
H 3.174 3.851 0.537  0.63
H 0.726 -0.518 -4.770  0.47
C 2.011 -6.109 -1.841  -1.62
N 0.630 1.638 -2.641  0.27
C 2.436 -3.498 1.302  -1.05
C 0.959 -0.194 3.806  -1.15
S -0.532 -2.286 -0.853  -0.05
C 1.067 3.897 -3.327  -0.81
C -1.749 6.677 0.434  -1.23
C -4.253 -0.812 -0.463  -1.18
C 0.513 2.969 -2.474  0.54
C 3.812 2.805 2.944  -1.59
H -4.108 -1.725 -1.046  0.37
S 2.014 -0.117 0.109  -0.18
H -5.686 -2.392 2.256  0.51
C 0.831 -3.100 -0.148  0.39
Pd 0.000 0.051 -0.947  0.28
H -1.771 6.675 1.525  0.39
H 0.360 -3.578 -3.442  0.22
O 1.134 -0.980 -2.785  -0.26
H 0.520 -0.728 4.633  0.66
H -2.668 7.125 0.053  0.41
N -1.010 -2.182 2.089  0.22
C 1.939 2.092 -4.596  -0.84
C 2.807 2.834 0.665  -2.18
H 1.916 2.709 0.049  0.48
H 3.641 2.754 4.020  0.41
C 1.807 3.454 -4.410  -0.60
H 2.190 -6.602 -2.796  0.48
H -1.300 -4.152 2.891  0.67
H -5.559 0.563 1.550  0.50
H 4.529 2.030 2.670  0.39
N -3.086 -1.807 1.506  0.63
N 1.069 -0.734 2.569  -0.01
C -1.740 -3.292 2.414  -1.27
C -2.395 4.305 0.132  0.60
N 1.231 -2.892 1.124  0.19
H -0.081 3.268 -1.627  -0.54
H -3.891 -3.691 2.164  0.60
H -3.826 0.820 1.788  0.16
H -4.747 -0.183 2.927  0.40
N -3.391 4.512 1.000  -0.38
H 1.361 3.759 3.649  0.43
H 0.501 3.466 2.125  0.36
H 1.136 -6.568 -1.377  0.40
H -3.439 -0.121 -0.668  0.05
C -4.380 -1.148 1.022  1.02
C 1.775 -4.620 -2.112  1.07
H 3.614 -4.733 -0.090  0.64
C 1.427 -0.249 -3.978  -0.60
H 0.449 -5.311 -3.615  0.53
H 0.608 -1.760 -3.000  0.12
C -4.633 0.091 1.877  -1.32
B 0.524 -2.182 2.318  1.07
C 2.519 2.660 2.146  1.27
C 1.664 0.172 1.763  0.28
H 1.796 4.675 2.218  0.49
C 1.508 1.057 3.765  -0.31
H 2.923 -2.926 -2.838  0.22
H -5.379 -3.047 0.627  0.51
H 1.620 1.779 4.554  0.61
H 2.435 -0.491 -4.314  0.45
N -1.566 5.327 -0.092  -0.02
S -2.250 2.781 -0.636  -0.27

[4]
DFT (the ωB97M-V functional and the def2-TZVPD basis) results for a cluster of 7 separate species, C18H42ClNO7P in total.

HOMO-LUMO gap: 5.14 eV
spin multiplicity: 1
charge: -1
E_HOMO: -3.3 eV
E_tot: -2093.7349 Ha
max |F|: 6.394 eV/Å

Each line ends with the Mulliken charge.
Geometry (Å):
H 3.011 0.744 1.969  0.33
O 4.284 2.429 5.503  -0.52
H 2.358 4.103 -4.158  0.30
H -5.573 -6.361 -3.119  0.31
C 3.670 1.660 6.527  -0.12
H 2.734 0.812 -2.863  0.33
O -3.555 -5.552 -4.661  -0.51
C 0.557 0.517 1.426  -0.16
P -1.783 5.145 3.637  0.32
H -3.472 -2.418 -5.105  0.13
H 3.175 2.068 -5.376  0.32
C 3.051 -3.197 3.929  -1.00
C 1.924 1.146 2.130  -0.49
H 3.338 -4.253 3.921  0.35
C -0.401 4.014 4.312  -0.81
H -4.461 -4.146 -3.484  0.30
H 1.597 1.754 -4.627  0.10
H -2.833 0.926 -1.640  0.24
C -1.490 -3.285 -5.132  -0.99
O -1.625 5.411 1.897  -0.54
H 5.136 2.748 5.846  0.27
H -0.348 2.447 -2.617  0.12
H 2.278 3.159 -2.652  0.27
O -0.321 0.410 -2.369  -0.49
H -1.858 0.541 1.045  0.30
Cl -3.669 4.129 3.959  -0.33
H 2.714 1.287 6.147  0.28
H 3.301 -2.756 2.959  0.31
H -1.462 -3.454 -6.214  0.32
H 3.650 -2.674 4.681  0.21
C 3.455 2.515 7.758  -1.07
H 2.389 2.985 3.751  0.20
H 0.581 4.678 4.428  0.15
H 4.310 0.801 6.752  0.26
H 1.433 -1.302 3.359  0.20
H -4.975 -4.164 -5.182  0.24
C -4.710 -4.795 -4.328  -0.07
H -0.612 1.865 -0.961  0.24
H -0.472 -3.022 -4.825  0.31
O 1.223 -1.666 4.236  -0.42
H -1.779 -4.216 -4.637  0.26
H -0.527 0.260 -3.308  0.26
C 1.573 -3.042 4.224  -0.22
C -2.454 -2.168 -4.789  -0.08
C -5.850 -5.724 -3.965  -1.21
C 2.785 3.254 -3.618  -1.00
N -1.236 2.199 2.553  -0.18
H -6.088 -6.391 -4.801  0.34
H -3.784 -6.119 -5.418  0.27
H -6.747 -5.156 -3.701  0.34
H 1.332 -3.465 5.204  0.29
H -2.583 1.498 -3.285  0.38
C 2.649 1.977 -4.422  -0.07
H 0.701 -0.415 0.701  0.32
H 4.408 2.908 8.128  0.33
H -2.764 2.675 -1.963  0.36
C -0.964 1.059 1.629  -0.44
H 2.978 1.939 8.555  0.31
H -2.462 -1.987 -3.710  0.30
C -0.846 1.681 -2.014  0.00
H 0.967 -3.552 3.469  0.25
O 3.214 0.890 -3.705  -0.54
H 3.838 3.464 -3.405  0.31
O -2.058 -0.969 -5.437  -0.52
H -2.062 -1.138 -6.395  0.28
C -2.344 1.703 -2.236  -1.17
H 2.825 3.379 7.521  0.28
H -0.762 5.017 1.576  0.31
C 1.535 2.417 3.148  -0.35
C -0.048 2.773 3.242  0.41

[5]
DFT (the ωB97M-V functional and the def2-TZVPD basis) results for a structure of composition C2H3NO2S.

HOMO-LUMO gap: 9.16 eV
spin multiplicity: 1
charge: 0
E_HOMO: -8.8 eV
E_tot: -681.2541 Ha
max |F|: 4.059 eV/Å

Each line ends with the Mulliken charge.
Geometry (Å):
H -0.870 -0.292 -0.687  0.36
C -1.411 -0.863 1.042  -0.31
O 0.323 -0.232 1.472  -0.38
H 1.616 0.653 0.109  0.35
S -1.846 -1.646 2.294  -0.16
O 0.704 0.530 -1.915  -0.42
C 0.677 0.186 0.402  0.23
N 0.030 0.211 -0.736  -0.01
H 0.779 1.454 -1.983  0.34